Entry 1:
C25H71N5O9 | ωB97M-V with the def2-TZVPD basis set

Energy relative to the best compared isomer or geometry (same formula, charge and spin)   0.0 kJ/mol
SMILES string   COC[C@H](C)N.COC[C@H](C)N.COC[C@H](C)N.COC[C@H](C)N.COCCNCCOC.CO.CO.CO
Energy   -52949.934 eV
Kohn-Sham gap   8.8 eV
Total charge   0

Geometry as XYZ:
```
110
Properties=species:S:1:pos:R:3:lowdin_charge:R:1
C 4.46923 -0.82927 6.08593 -0.088
O 3.97375 0.29692 5.36929 -0.192
C 4.19343 0.21787 3.98743 -0.217
C 3.96757 1.58738 3.33062 -0.435
C 2.53431 2.08464 3.56283 -0.045
N 4.23401 1.54729 1.90743 0.034
H 4.14521 -0.73915 7.12238 0.086
H 5.55881 -0.78521 6.07015 0.089
H 3.99505 -1.74024 5.71697 0.091
H 5.25454 -0.01188 3.81225 0.123
H 3.61182 -0.55846 3.47863 0.133
H 4.67135 2.30326 3.77597 0.139
H 1.87364 1.39999 3.02025 0.067
H 2.28951 3.04398 3.10575 0.076
H 2.35330 2.00639 4.63321 0.078
H 4.22099 2.49825 1.55222 0.088
H 5.21215 1.27643 1.80666 0.090
C -0.65768 -4.04604 3.41052 -0.117
O -0.52534 -4.00771 2.00574 -0.198
C 0.69793 -3.45235 1.54850 -0.194
C 0.55992 -3.33443 0.02646 -0.421
C 0.33808 -4.66764 -0.71997 -0.063
N 1.83121 -2.78727 -0.49846 0.045
H -1.55032 -4.62984 3.64801 0.084
H -0.93571 -3.06192 3.80228 0.078
H 0.17457 -4.50099 3.94993 0.084
H 0.89310 -2.46451 1.97802 0.115
H 1.50539 -4.15105 1.78581 0.129
H -0.27215 -2.72439 -0.34476 0.117
H 1.19119 -5.34158 -0.60678 0.076
H 0.29078 -4.51163 -1.79982 0.061
H -0.57585 -5.18555 -0.42557 0.071
H 1.60196 -2.50105 -1.44852 0.034
H 1.96538 -1.86170 -0.06956 0.022
C -1.62567 3.71862 0.62205 -0.102
O -2.66062 3.01132 -0.00766 -0.222
C -3.90632 3.08563 0.66226 -0.186
C -4.96289 2.12442 0.10446 -0.450
C -5.39695 2.59976 -1.28845 -0.054
N -6.11621 2.16342 0.98099 0.039
H -1.73958 4.80759 0.63219 0.092
H -0.70774 3.46395 0.09477 0.080
H -1.50691 3.45288 1.67885 0.089
H -3.72948 2.97808 1.73906 0.121
H -4.32186 4.09302 0.53446 0.131
H -4.56088 1.10608 0.02181 0.121
H -6.18357 1.95374 -1.69032 0.078
H -4.59353 2.54405 -2.02475 0.070
H -5.85550 3.58908 -1.27840 0.083
H -6.87203 1.59525 0.61107 0.076
H -5.84124 1.64103 1.82266 0.017
C -2.26241 -0.79996 1.50317 -0.084
O -2.85791 -1.04575 2.76447 -0.179
C -4.22550 -0.70301 2.85018 -0.194
C -4.46033 0.21269 4.04733 -0.413
C -4.56575 -0.52253 5.36043 -0.078
N -5.67403 1.05495 3.83546 0.024
H -2.16114 0.26713 1.27909 0.081
H -2.87042 -1.27468 0.72774 0.100
H -1.26580 -1.22849 1.40341 0.069
H -4.57944 -0.18841 1.95372 0.099
H -4.79234 -1.63114 2.97251 0.133
H -3.62987 0.91959 4.10477 0.140
H -3.66268 -1.09903 5.58809 0.081
H -5.36711 -1.25933 5.46716 0.081
H -4.68159 0.14969 6.21483 0.075
H -6.47302 0.42438 3.90923 0.083
H -5.78461 1.60182 4.68545 0.077
C 4.51874 2.39184 -1.92273 -0.124
O 4.47224 1.57173 -3.06999 -0.176
C 4.20731 0.22542 -2.68717 -0.208
C 4.07226 -0.69406 -3.89572 -0.192
N 2.78645 -0.57768 -4.56393 -0.068
C 2.74142 -1.41128 -5.75780 -0.202
C 1.48062 -1.11750 -6.56599 -0.244
O 1.34534 0.27138 -6.68380 -0.186
C 0.22926 0.61935 -7.48628 -0.094
H 3.58831 2.30803 -1.34900 0.068
H 4.52965 3.44509 -2.20456 0.087
H 5.37517 2.19183 -1.27490 0.084
H 3.26136 0.15442 -2.14059 0.111
H 5.05429 -0.10265 -2.07872 0.127
H 4.20948 -1.71647 -3.53624 0.129
H 4.92123 -0.51599 -4.56988 0.124
H 2.63042 0.36651 -4.89908 0.120
H 2.82603 -2.48466 -5.58765 0.130
H 3.55544 -1.12997 -6.44207 0.121
H 0.58062 -1.62705 -6.20257 0.117
H 1.64793 -1.59647 -7.54231 0.123
H -0.68058 0.44100 -6.90202 0.087
H 0.17268 0.01185 -8.39164 0.087
H 0.21815 1.67847 -7.73265 0.087
C -1.38570 1.74056 -2.58871 -0.159
O -2.34893 0.92746 -1.93427 -0.133
H -1.14030 1.38648 -3.58787 0.074
H -1.69770 2.78830 -2.60137 0.081
H -0.47215 1.73805 -1.97945 0.050
H -2.76791 1.52716 -1.30031 0.018
C 1.18783 0.83081 0.03562 -0.155
O 2.15053 -0.12134 0.43881 -0.163
H 0.26107 0.29292 -0.18189 0.073
H 0.90386 1.52618 0.83119 0.068
H 1.47898 1.35922 -0.87662 0.058
H 2.85163 0.35543 0.91597 0.037
C -0.32062 -1.66665 -3.25257 -0.158
O 0.86636 -2.38641 -3.47971 -0.155
H -0.81447 -1.38867 -4.19444 0.071
H -1.01898 -2.33286 -2.74354 0.081
H -0.19616 -0.73212 -2.69897 0.061
H 1.52263 -1.72203 -3.77649 0.027
```

---

Entry 2:
C5H6O | ωB97M-V with the def2-TZVPD basis set

Energy relative to the best compared isomer or geometry (same formula, charge and spin)   357.0 kJ/mol
Energy   -7325.584 eV
Kohn-Sham gap   10.6 eV
Total charge   0

Geometry as XYZ:
```
12
Properties=species:S:1:pos:R:3:nbo_charge:R:1
C 1.10525 -0.34398 -0.39377 -0.431
C 0.32256 0.90284 -0.10430 -0.283
C -1.14816 0.46045 -0.25391 0.042
O -1.17711 -0.89322 -0.63652 -0.500
C -0.05623 -1.16644 0.15793 0.142
C -0.46257 0.35033 1.04957 -0.266
H 1.98167 -0.45905 0.25271 0.213
H 1.36567 -0.53465 -1.44020 0.203
H 0.71909 1.90729 -0.20101 0.227
H -2.01437 1.03813 -0.54460 0.214
H 0.08734 -2.26279 0.20893 0.207
H -0.72314 1.00109 1.90517 0.232
```

---

Entry 3:
C44H61BiClP2Se4Si4Te | ωB97M-V with the def2-TZVPD basis set

Energy relative to the best compared isomer or geometry (same formula, charge and spin)   0.0 kJ/mol
Energy   -383755.889 eV
Kohn-Sham gap   6.7 eV
Total charge   -1

Geometry as XYZ:
```
118
Properties=species:S:1:pos:R:3:lowdin_charge:R:1
Bi -0.01699 -0.98793 -0.61719 0.681
Se -0.53337 -1.93894 -3.17948 -0.124
Se -2.62415 -2.92782 -2.84689 -0.091
Se -2.18854 -4.10026 -0.89299 -0.077
Se -2.12711 -2.24975 0.59109 -0.188
C -2.00387 2.84530 -3.64763 -0.301
C -2.12375 3.73014 -2.39383 -0.358
P -2.17829 2.73840 -0.82531 1.043
C -2.43653 4.09148 0.37769 -0.368
C -3.37098 3.99810 1.40844 -0.119
C -3.46194 4.98529 2.37828 -0.088
C -2.62028 6.08586 2.33896 -0.104
C -1.68145 6.18921 1.32299 -0.094
C -1.58919 5.20161 0.35548 -0.102
C -3.86860 2.04778 -1.00054 -0.392
C -5.02248 2.83119 -1.08262 -0.104
C -6.26402 2.24372 -1.24857 -0.090
C -6.37250 0.85844 -1.34120 -0.092
C -5.23739 0.07141 -1.26917 -0.075
C -3.99264 0.66709 -1.09851 -0.132
C -0.55903 2.69131 -4.13795 -0.341
P 0.56157 1.84170 -2.91495 1.008
C 1.48027 3.24127 -2.18145 -0.397
C 2.23596 4.15830 -2.91395 -0.109
C 2.86033 5.21824 -2.27891 -0.093
C 2.74034 5.37159 -0.90072 -0.094
C 2.00249 4.46157 -0.16428 -0.083
C 1.37285 3.39842 -0.80221 -0.144
C 1.82245 1.09902 -4.01944 -0.377
C 1.44326 0.32943 -5.12125 -0.147
C 2.38620 -0.35455 -5.87332 -0.095
C 3.73015 -0.29207 -5.53712 -0.105
C 4.12032 0.45350 -4.43500 -0.094
C 3.17766 1.13807 -3.68348 -0.117
H -2.58797 3.30313 -4.45125 0.103
H -2.45087 1.86134 -3.47652 0.093
H -3.01354 4.36294 -2.43336 0.076
H -1.26679 4.40711 -2.34581 0.063
H -4.02765 3.14081 1.46066 0.079
H -4.18904 4.88542 3.17470 0.100
H -2.69191 6.85164 3.10124 0.094
H -1.00792 7.03677 1.28486 0.098
H -0.83046 5.29449 -0.41134 0.084
H -4.94372 3.90930 -0.99769 0.105
H -7.15208 2.86138 -1.30399 0.097
H -7.34650 0.40226 -1.46849 0.097
H -5.29736 -1.00745 -1.34402 0.101
H -3.11286 0.03600 -1.04279 0.029
H -0.15116 3.68374 -4.35784 0.078
H -0.52815 2.12426 -5.06850 0.064
H 2.34022 4.03492 -3.98665 0.108
H 3.44641 5.92372 -2.85536 0.096
H 3.23631 6.19909 -0.40773 0.096
H 1.91523 4.55376 0.91112 0.108
H 0.82984 2.66985 -0.20945 -0.009
H 0.39634 0.22780 -5.37711 0.074
H 2.06321 -0.95432 -6.71505 0.102
H 4.46309 -0.83548 -6.11953 0.097
H 5.16336 0.49891 -4.14565 0.103
H 3.50096 1.71027 -2.82379 0.093
Cl 0.56700 1.05439 1.75552 -0.267
C 0.51288 -3.23511 3.40094 -0.216
Si 1.32017 -4.21001 2.00958 0.328
C 0.28013 -5.72978 1.60666 -0.217
C 2.97178 -4.86405 2.66361 -0.217
Si 1.79915 -2.86291 0.14861 0.243
Si 3.63485 -1.50887 0.78560 0.315
C 5.28229 -2.41398 0.56291 -0.225
C 3.52184 -0.94711 2.57672 -0.231
C 3.68628 0.00692 -0.33191 -0.232
Si 2.48428 -4.21606 -1.65585 0.324
C 3.21271 -3.13056 -3.01758 -0.221
C 1.09741 -5.29381 -2.33692 -0.235
C 3.83922 -5.41101 -1.08463 -0.220
H 0.49564 -3.85137 4.30501 0.034
H -0.50675 -2.94559 3.14871 -0.008
H 1.08143 -2.32824 3.61507 0.015
H 0.14016 -6.31630 2.51923 0.029
H 0.77252 -6.36629 0.86905 0.019
H -0.70051 -5.46755 1.21280 -0.022
H 2.77691 -5.53405 3.50621 0.028
H 3.61291 -4.05747 3.02303 0.009
H 3.52933 -5.42310 1.91161 0.011
H 5.33024 -3.34630 1.12759 0.013
H 6.08618 -1.76278 0.91884 0.025
H 5.47735 -2.64589 -0.48570 0.013
H 3.48658 -1.77855 3.28259 0.006
H 2.63862 -0.32250 2.71719 -0.044
H 4.40801 -0.34856 2.81077 0.029
H 3.77452 -0.28370 -1.38023 0.004
H 4.54806 0.63132 -0.07558 0.037
H 2.79042 0.61984 -0.20544 -0.019
H 2.46351 -2.45658 -3.43790 -0.012
H 3.59807 -3.74773 -3.83401 0.032
H 4.03610 -2.52046 -2.64003 0.013
H 0.42289 -4.71708 -2.96868 -0.024
H 0.49706 -5.73440 -1.54037 -0.005
H 1.53819 -6.10281 -2.92798 0.027
H 4.68301 -4.91185 -0.60909 0.002
H 4.21297 -5.95595 -1.95704 0.026
H 3.44310 -6.14918 -0.38443 0.015
C -1.45256 0.01879 4.22210 -0.440
Te -2.38505 0.22142 2.31722 1.126
C -4.06979 -0.71808 3.26180 -0.435
C -3.79728 -0.70081 4.74078 -0.285
C -4.78727 -1.03570 5.66130 -0.053
C -4.52608 -1.03279 7.02220 -0.103
C -3.25921 -0.69355 7.47688 -0.103
C -2.26995 -0.35708 6.56908 -0.048
C -2.52420 -0.35306 5.20035 -0.278
H -0.96333 0.96078 4.45957 0.046
H -0.68298 -0.74604 4.13187 0.030
H -4.14864 -1.74104 2.88189 0.035
H -4.98707 -0.18842 3.00703 0.051
H -5.77404 -1.30088 5.29947 0.109
H -5.30657 -1.29301 7.72598 0.093
H -3.04813 -0.68679 8.53905 0.094
H -1.28202 -0.08645 6.92328 0.112
```

---

Max |F|? In order: 0.0337; 0.0245; 0.0137 Eh/bohr.